{
  "formula": "C32H35ClF3N6O7",
  "method": "ωB97M-V/def2-TZVPD",
  "charge": 1,
  "gap_ha": 0.2756,
  "lumo_energy_ha": -0.1356,
  "homo_energy_ev": -11.19,
  "symbols": ["C", "C", "C", "C", "C", "Cl", "C", "C", "C", "C", "C", "C", "N", "N", "N", "C", "C", "O", "C", "F", "F", "F", "H", "H", "H", "H", "H", "H", "H", "H", "H", "H", "H", "H", "H", "H", "H", "H", "H", "H", "H", "H", "C", "C", "C", "C", "C", "C", "N", "O", "O", "H", "H", "H", "H", "H", "C", "C", "C", "C", "C", "C", "N", "O", "O", "H", "H", "H", "H", "H", "C", "C", "C", "C", "C", "C", "N", "O", "O", "H", "H", "H", "H", "H"],
  "positions_angstrom": [[-1.432, -0.915, 5.829], [-2.555, -1.601, 5.533], [-2.843, -1.909, 4.096], [-3.609, -0.966, 3.421], [-3.886, -1.152, 2.084], [-4.822, 0.019, 1.255], [-3.411, -2.275, 1.415], [-3.654, -2.443, -0.046], [-2.575, -1.606, -0.814], [-1.777, -2.429, -1.843], [-0.384, -2.838, -1.315], [0.719, -1.822, -1.665], [0.912, -0.870, -0.556], [-2.692, -3.189, 2.119], [-2.221, -4.333, 1.471], [-2.398, -3.039, 3.442], [-1.566, -4.023, 4.240], [-1.752, -5.385, 3.907], [-0.633, -6.057, 3.532], [-1.017, -7.200, 2.973], [0.143, -6.341, 4.590], [0.121, -5.381, 2.645], [-1.430, -0.031, 6.457], [-0.485, -1.227, 5.396], [-3.246, -1.936, 6.302], [-3.986, -0.094, 3.937], [-3.622, -3.484, -0.348], [-4.641, -2.052, -0.282], [-1.849, -1.228, -0.089], [-3.058, -0.731, -1.240], [-1.596, -1.772, -2.692], [-2.335, -3.307, -2.168], [-0.371, -2.907, -0.223], [-0.113, -3.798, -1.758], [1.636, -2.401, -1.783], [0.515, -1.325, -2.609], [1.166, 0.050, -0.887], [1.663, -1.184, 0.042], [-2.954, -4.800, 0.962], [-1.407, -4.128, 0.904], [-0.519, -3.714, 4.192], [-1.866, -3.906, 5.281], [4.768, 3.561, -3.193], [5.284, 2.448, -2.539], [4.669, 1.215, -2.697], [3.552, 1.121, -3.509], [3.023, 2.220, -4.162], [3.641, 3.448, -3.998], [2.912, -0.189, -3.694], [3.375, -1.139, -3.093], [1.949, -0.254, -4.434], [5.249, 4.522, -3.073], [6.165, 2.536, -1.909], [5.059, 0.342, -2.196], [2.149, 2.122, -4.789], [3.244, 4.319, -4.502], [-10.181, 1.025, -1.931], [-9.443, 2.084, -2.443], [-8.062, 2.005, -2.501], [-7.443, 0.855, -2.045], [-8.159, -0.209, -1.527], [-9.540, -0.118, -1.471], [-5.979, 0.761, -2.126], [-5.371, 1.711, -2.563], [-5.450, -0.272, -1.746], [-11.260, 1.089, -1.892], [-9.945, 2.973, -2.799], [-7.481, 2.824, -2.898], [-7.653, -1.095, -1.175], [-10.117, -0.941, -1.071], [10.830, 5.886, 1.571], [9.664, 6.608, 1.355], [8.578, 6.007, 0.740], [8.684, 4.683, 0.353], [9.838, 3.948, 0.553], [10.918, 4.560, 1.167], [7.528, 4.035, -0.281], [6.532, 4.703, -0.466], [7.634, 2.860, -0.585], [11.674, 6.358, 2.055], [9.599, 7.641, 1.668], [7.668, 6.561, 0.568], [9.897, 2.917, 0.238], [11.828, 4.001, 1.333]],
  "lowdin_charge": [0.066, -0.128, -0.152, 0.020, -0.546, 0.837, -0.164, -0.121, -0.156, -0.172, -0.199, -0.275, 0.010, 0.017, 0.160, -0.047, -0.070, 0.049, -0.714, 0.190, 0.177, 0.149, 0.075, 0.076, 0.123, 0.136, 0.104, 0.082, 0.103, 0.092, 0.110, 0.107, 0.079, 0.109, 0.095, 0.095, 0.060, 0.066, 0.126, 0.103, 0.155, 0.140, -0.058, -0.051, 0.005, -0.155, -0.009, -0.062, -0.346, 0.063, 0.067, 0.105, 0.068, 0.119, 0.118, 0.108, -0.060, -0.055, 0.003, -0.149, -0.007, -0.060, -0.339, 0.100, 0.002, 0.112, 0.113, 0.122, 0.114, 0.110, -0.063, -0.060, -0.001, -0.146, 0.000, -0.059, -0.328, 0.084, 0.056, 0.110, 0.110, 0.120, 0.120, 0.111]
}


{
  "formula": "C32H35ClGeHfIN12O3S2Se",
  "method": "ωB97M-V/def2-TZVPD",
  "de_lowest_kcal_mol": 0.0,
  "charge": 3,
  "gap_ha": 0.2458,
  "lumo_energy_ha": -0.3153,
  "homo_energy_ev": -15.27,
  "symbols": ["Hf", "N", "N", "C", "N", "N", "N", "O", "O", "H", "H", "H", "H", "H", "Cl", "C", "C", "C", "I", "C", "O", "C", "N", "C", "C", "C", "C", "H", "H", "H", "H", "N", "C", "N", "S", "H", "H", "H", "H", "Ge", "C", "C", "C", "C", "C", "C", "C", "C", "C", "C", "C", "C", "H", "H", "H", "H", "H", "H", "H", "H", "H", "H", "H", "Se", "C", "C", "C", "N", "C", "C", "H", "H", "H", "H", "C", "C", "C", "N", "N", "C", "N", "S", "H", "H", "H", "H", "H", "H", "H"],
  "positions_angstrom": [[-0.553, 0.472, -0.110], [-2.683, -1.460, -1.096], [-2.207, -1.974, -2.305], [-0.926, -1.830, -2.599], [-0.469, -2.130, -3.788], [-0.190, -1.339, -1.535], [1.013, -0.796, -1.766], [1.699, -0.898, -2.746], [1.369, -0.081, -0.729], [-2.748, -2.202, -0.415], [-3.607, -1.089, -1.263], [-2.831, -2.428, -2.946], [-1.088, -2.408, -4.533], [0.502, -2.014, -3.988], [-3.846, 6.173, -1.950], [-3.000, 4.680, -1.925], [-2.243, 4.317, -2.990], [-1.572, 3.078, -2.990], [-0.310, 2.561, -4.563], [-1.686, 2.205, -1.940], [-1.095, 0.979, -1.919], [-2.420, 2.610, -0.792], [-2.386, 1.760, 0.298], [-3.078, 2.107, 1.372], [-3.820, 3.286, 1.444], [-3.813, 4.158, 0.385], [-3.090, 3.840, -0.788], [-2.160, 4.982, -3.842], [-3.043, 1.427, 2.210], [-4.387, 3.501, 2.340], [-4.351, 5.099, 0.442], [4.420, -0.707, 3.824], [3.159, -0.793, 3.453], [2.194, -0.983, 4.329], [2.717, -0.599, 1.761], [4.712, -0.812, 4.785], [5.124, -0.485, 3.143], [2.373, -1.099, 5.316], [1.261, -1.145, 3.981], [3.482, -2.754, 1.090], [3.486, -3.813, 2.683], [4.701, -4.348, 3.125], [4.727, -5.190, 4.233], [3.546, -5.493, 4.903], [2.333, -4.970, 4.463], [2.300, -4.136, 3.353], [2.383, -3.449, -0.320], [2.998, -3.743, -1.541], [2.309, -4.459, -2.517], [1.006, -4.886, -2.273], [0.386, -4.594, -1.059], [1.072, -3.882, -0.081], [4.886, -2.412, 0.585], [5.625, -4.118, 2.600], [5.667, -5.616, 4.568], [3.572, -6.142, 5.772], [1.413, -5.233, 4.974], [1.350, -3.742, 3.008], [4.023, -3.435, -1.727], [2.798, -4.710, -3.452], [0.484, -5.477, -3.021], [-0.617, -4.964, -0.859], [0.595, -3.691, 0.871], [-0.803, -1.079, 1.874], [-2.468, -1.001, 2.819], [-3.698, -1.044, 2.180], [-4.848, -1.008, 2.961], [-4.825, -0.915, 4.295], [-3.630, -0.875, 4.893], [-2.424, -0.925, 4.198], [-3.777, -1.088, 1.104], [-5.832, -1.055, 2.498], [-3.635, -0.796, 5.978], [-1.481, -0.903, 4.732], [-0.296, 2.109, 4.041], [0.688, 3.140, 3.493], [0.799, 3.123, 1.996], [0.346, 2.226, 1.205], [0.606, 2.459, -0.131], [1.279, 3.552, -0.353], [1.639, 3.997, -1.557], [1.626, 4.381, 1.129], [-0.245, 2.103, 5.131], [-0.066, 1.107, 3.669], [-1.322, 2.354, 3.755], [1.688, 2.973, 3.901], [0.402, 4.145, 3.807], [1.475, 3.437, -2.385], [2.187, 4.833, -1.656]],
  "lowdin_charge": [1.402, 0.056, 0.052, -0.352, 0.281, 0.046, -0.351, 0.165, -0.221, 0.089, 0.120, 0.179, 0.157, 0.114, 0.797, -0.599, -0.136, -0.625, 1.045, -0.411, -0.308, -0.164, -0.005, -0.090, 0.005, 0.040, -0.152, 0.115, 0.098, 0.130, 0.115, 0.180, -0.791, 0.174, 0.663, 0.146, 0.125, 0.147, 0.053, 0.862, -0.373, -0.111, -0.055, -0.049, -0.064, -0.127, -0.358, -0.112, -0.066, -0.076, -0.086, -0.128, 0.005, 0.102, 0.119, 0.120, 0.115, 0.081, 0.106, 0.119, 0.116, 0.113, 0.060, 0.643, -0.627, -0.141, -0.116, 0.089, -0.106, -0.123, 0.069, 0.121, 0.122, 0.093, -0.085, -0.203, -0.545, -0.076, -0.086, -0.626, 0.166, 1.216, 0.095, 0.015, 0.076, 0.125, 0.126, 0.053, 0.126]
}


{
  "formula": "C32H35FeN6O8S",
  "method": "ωB97M-V/def2-TZVPD",
  "spin_multiplicity": 6,
  "de_lowest_kcal_mol": 9.6,
  "gap_ha": [0.3170, 0.2700],
  "lumo_energy_ha": [0.0219, -0.0249],
  "homo_energy_ev": [-8.03, -8.02],
  "symbols": ["Fe", "N", "C", "C", "C", "C", "C", "C", "S", "O", "O", "N", "C", "N", "C", "C", "C", "N", "H", "H", "H", "H", "H", "H", "H", "H", "H", "O", "C", "C", "O", "O", "C", "C", "C", "C", "C", "C", "C", "C", "C", "C", "C", "C", "H", "H", "H", "H", "H", "H", "H", "H", "H", "H", "H", "C", "N", "C", "C", "C", "N", "C", "C", "O", "H", "H", "H", "H", "H", "H", "H", "H", "H", "H", "H", "H", "C", "O", "C", "O", "H", "H", "H"],
  "positions_angstrom": [[1.406, 0.902, 0.152], [0.789, -5.857, -4.426], [0.524, -4.568, -3.997], [0.687, -4.221, -2.650], [0.354, -2.959, -2.206], [-0.151, -2.023, -3.104], [-0.304, -2.344, -4.446], [0.032, -3.609, -4.890], [-0.677, -0.445, -2.544], [-1.525, -0.668, -1.380], [-1.290, 0.249, -3.635], [0.672, 0.248, -1.957], [1.400, 1.161, -2.646], [2.277, 1.788, -1.824], [3.017, 2.774, -2.328], [2.921, 3.160, -3.646], [2.034, 2.424, -4.425], [1.289, 1.435, -3.956], [1.358, -6.433, -3.832], [0.926, -5.997, -5.411], [1.071, -4.953, -1.947], [0.489, -2.703, -1.161], [-0.690, -1.594, -5.126], [-0.090, -3.872, -5.936], [3.710, 3.259, -1.649], [3.515, 3.965, -4.053], [1.924, 2.636, -5.485], [0.217, -0.937, 0.486], [-0.062, -1.381, 1.806], [1.039, -0.706, 2.695], [1.129, -1.031, 3.866], [1.744, 0.167, 2.063], [0.086, -2.898, 1.817], [1.331, -3.494, 1.993], [1.476, -4.871, 1.890], [0.376, -5.669, 1.598], [-0.868, -5.081, 1.412], [-1.010, -3.704, 1.520], [-1.404, -0.887, 2.323], [-1.854, -1.311, 3.575], [-3.041, -0.824, 4.098], [-3.810, 0.086, 3.377], [-3.373, 0.505, 2.131], [-2.172, 0.030, 1.610], [-0.582, -0.856, -0.078], [2.193, -2.877, 2.222], [2.447, -5.322, 2.053], [0.489, -6.744, 1.517], [-1.732, -5.697, 1.190], [-1.984, -3.248, 1.370], [-1.256, -2.012, 4.142], [-3.372, -1.160, 5.074], [-4.744, 0.457, 3.784], [-3.969, 1.202, 1.550], [-1.858, 0.373, 0.631], [-0.470, 2.584, 3.139], [-1.126, 3.361, 2.086], [-2.203, 4.251, 2.500], [-2.275, 5.437, 1.562], [-2.479, 4.900, 0.162], [-1.422, 3.951, -0.163], [-1.167, 3.682, -1.577], [-0.828, 3.173, 0.779], [-0.009, 2.302, 0.421], [-0.052, 3.267, 3.882], [0.334, 1.990, 2.727], [-1.182, 1.915, 3.627], [-2.008, 4.561, 3.525], [-3.158, 3.713, 2.496], [-1.339, 5.997, 1.608], [-3.095, 6.100, 1.839], [-2.453, 5.699, -0.578], [-3.461, 4.416, 0.088], [-1.190, 4.625, -2.122], [-1.911, 3.002, -2.003], [-0.190, 3.229, -1.692], [4.817, -0.182, 0.590], [4.667, 1.254, 0.763], [3.436, 1.684, 0.656], [3.065, 2.798, 0.825], [5.871, -0.390, 0.724], [4.498, -0.473, -0.408], [4.227, -0.706, 1.338]],
  "lowdin_spin": [3.984, 0.000, 0.000, 0.000, 0.000, 0.001, 0.000, 0.000, 0.004, 0.000, 0.004, 0.036, 0.007, 0.059, 0.007, 0.002, 0.001, 0.003, 0.000, 0.000, 0.000, 0.000, 0.000, 0.000, 0.002, 0.000, 0.000, 0.044, 0.003, 0.008, 0.012, 0.096, 0.001, 0.001, 0.000, 0.001, 0.000, 0.001, 0.000, 0.000, 0.000, 0.000, 0.000, 0.000, 0.000, 0.000, 0.000, 0.000, 0.000, 0.000, 0.000, 0.000, 0.000, 0.000, 0.000, -0.001, 0.001, 0.000, 0.000, 0.000, 0.001, 0.000, 0.007, 0.049, 0.000, 0.000, 0.000, 0.000, 0.000, 0.000, 0.000, 0.000, 0.000, 0.000, 0.000, 0.000, 0.011, 0.106, 0.326, 0.216, 0.001, 0.003, 0.002]
}